(1)
Entry from OMol25: a 2-piece molecular cluster, C17H28N7O6S overall (ωB97M-V/def2-TZVPD).

Computed properties:
* net charge: +1
* electronic energy: -1897.274108 a.u.
* max |F|: 0.073 hartree/bohr
* HOMO-LUMO gap: 7.43 eV

```
59
Properties=species:S:1:pos:R:3:forces:R:3
O -0.517458 -4.152491 2.488573 -0.018 -0.291 -0.238
O 0.096300 1.330687 3.136360 -0.364 0.515 -0.185
N 0.884273 -0.691402 -0.259322 0.084 1.539 -0.364
N -0.447677 1.907479 -2.383060 -0.289 2.477 -0.578
O 2.776924 -0.255703 -3.571259 -0.183 -0.080 -0.197
O 0.965628 -2.104572 -2.878541 -0.147 0.025 -0.139
O -2.482691 -1.557303 -3.307828 0.618 -0.034 -0.155
O -0.941740 -3.089134 -4.966543 -0.152 0.560 0.466
S -2.692786 -0.164966 4.815926 -0.371 -0.018 0.256
C -0.910758 -3.111196 2.981319 0.376 -1.954 1.176
C -0.014807 0.107800 3.208951 0.505 -0.020 -0.244
C 0.238725 -0.387695 -1.371069 -0.418 0.635 -0.440
C 0.121091 1.075765 -1.494507 0.060 -0.746 0.273
C 0.749082 1.583621 -0.374094 0.583 -1.825 0.268
C -0.346445 3.230435 -2.168368 -0.566 -3.527 -1.227
C 0.793896 2.954632 -0.157710 1.069 0.426 2.934
N 1.359098 3.426538 1.020709 -0.853 0.170 -1.509
N 1.234214 0.487802 0.323596 -0.016 1.142 0.357
N 0.949767 -0.640020 3.762190 -0.090 -0.475 -0.019
N -0.988683 -2.032516 2.199507 -0.082 2.215 -0.725
N 0.257913 3.765812 -1.087018 0.358 0.572 0.197
C -1.275114 -3.083653 4.449358 0.068 -0.016 -0.207
C 2.134665 -0.132571 4.458834 -0.166 0.004 0.009
C 0.302886 5.236338 -0.953092 0.063 0.412 0.297
C 1.768336 -0.502164 -4.560201 0.502 -0.408 0.452
C -0.207564 -1.498853 -2.310485 0.489 -0.317 -0.024
C 1.019281 -1.823617 -4.281653 -0.343 0.631 0.123
C -1.126513 -1.113298 -3.491729 -0.989 -0.146 0.504
C -0.448790 -1.761558 -4.708177 0.110 -1.187 -0.962
C -2.602352 -0.290094 3.007525 0.563 0.738 0.466
C -1.184257 -0.598703 2.484033 -0.301 -0.999 -0.356
H 3.216168 -1.091978 -3.326103 -0.434 0.464 -0.232
H -2.960011 -1.043002 -2.637017 0.526 0.009 -0.343
H -0.491960 -3.514480 -5.716061 -0.065 0.582 0.365
H -2.068558 1.012426 4.949533 -0.031 0.064 -0.179
H -0.785745 3.894279 -2.909449 0.182 -0.004 0.295
H 1.304651 4.426758 1.200670 0.024 -0.533 0.119
H 1.269088 2.817242 1.838416 -0.072 0.172 -0.232
H 1.810827 0.548705 1.170435 -0.563 -0.542 -0.620
H 0.829940 -1.643428 3.731537 0.110 0.189 0.020
H -0.743509 -2.256729 1.245935 0.199 0.052 0.022
H -2.354316 -2.978724 4.543623 -0.004 0.157 0.181
H -0.772447 -2.273632 4.967571 -0.266 0.161 0.192
H -0.979938 -4.030302 4.901672 -0.003 0.058 -0.256
H 2.085495 -0.407158 5.514721 0.020 0.033 -0.087
H 3.038108 -0.568155 4.027838 -0.092 -0.001 0.009
H 2.197940 0.955123 4.392209 -0.224 -0.203 -0.103
H 1.291109 5.560359 -0.609344 -0.159 -0.179 -0.165
H -0.452811 5.582432 -0.239307 0.107 -0.189 -0.100
H 0.112308 5.720194 -1.917506 0.043 -0.402 0.209
H 2.228370 -0.555423 -5.552402 -0.125 0.014 -0.030
H 1.073828 0.343788 -4.567257 0.186 0.069 0.239
H -0.717905 -2.264047 -1.716407 0.086 0.019 -0.055
H 1.535365 -2.636445 -4.803125 -0.081 -0.077 0.406
H -1.138520 -0.037981 -3.658649 0.171 0.082 0.009
H -0.589251 -1.141571 -5.600589 -0.001 0.032 0.064
H -3.296613 -1.060051 2.664824 0.165 0.049 0.166
H -2.931106 0.665190 2.594708 -0.034 -0.121 0.032
H -1.174953 -0.138792 1.497294 0.235 0.026 -0.134
```
Positions in Å, forces in eV/Å.

In the Löwdin picture, each atom carries the following charge in e:
1 O 0.06
2 O 0.00
3 N 0.18
4 N 0.17
5 O -0.06
6 O -0.04
7 O 0.01
8 O 0.01
9 S 0.77
10 C -0.57
11 C -0.50
12 C -0.10
13 C -0.13
14 C -0.11
15 C -0.05
16 C -0.17
17 N 0.21
18 N 0.08
19 N 0.05
20 N 0.10
21 N -0.02
22 C -0.02
23 C -0.03
24 C 0.03
25 C -0.17
26 C -0.17
27 C -0.24
28 C -0.24
29 C -0.24
30 C -0.46
31 C -0.27
32 H 0.10
33 H 0.10
34 H 0.11
35 H -0.13
36 H 0.15
37 H 0.11
38 H 0.10
39 H 0.17
40 H 0.12
41 H 0.13
42 H 0.07
43 H 0.04
44 H 0.10
45 H 0.09
46 H 0.09
47 H 0.08
48 H 0.11
49 H 0.12
50 H 0.11
51 H 0.13
52 H 0.12
53 H 0.16
54 H 0.16
55 H 0.13
56 H 0.16
57 H 0.09
58 H 0.07
59 H 0.12

---

(2)
Entry from OMol25: C17H28NO17S2 as an isolated structure (ωB97M-V/def2-TZVPD).

Computed properties:
* net charge: -1
* electronic energy: -2794.926983 a.u.
* max |F|: 0.040 hartree/bohr
* HOMO-LUMO gap: 8.62 eV

```
65
Properties=species:S:1:pos:R:3:forces:R:3
C 4.298350 -2.639757 1.090540 -0.371 0.451 -0.031
C 3.182465 -2.156572 0.138073 -0.232 -0.526 0.165
C 3.738612 -1.439985 -1.076525 0.387 -0.166 0.085
C 2.258309 -3.325179 -0.258916 0.013 0.070 0.358
C 1.087080 -3.472264 0.705790 0.216 -0.127 -0.209
S -0.268243 -2.341118 0.380186 -0.454 -0.441 0.174
O -0.125377 -1.874739 -0.982350 0.304 0.391 -0.170
O -1.468395 -3.115572 0.606706 -0.210 -0.111 0.412
N -0.186970 -1.181745 1.514245 -0.180 -0.057 -1.293
S 0.082439 0.283481 1.016038 0.743 0.793 1.727
O -0.121664 1.166320 2.135900 -0.516 0.069 0.165
O 1.361451 0.511301 0.380295 -0.028 -0.171 -0.875
O -1.035226 0.699147 -0.068812 0.014 -0.489 0.382
H 5.223801 -2.111583 0.869655 0.221 -0.137 0.005
H 4.048728 -2.406047 2.123708 -0.019 -0.076 0.139
H 4.432101 -3.715899 1.019935 0.293 -0.098 -0.080
H 2.561520 -1.472902 0.707313 -0.013 0.353 -0.168
H 4.200503 -0.497843 -0.787063 -0.032 0.158 -0.014
H 4.526006 -2.049710 -1.529863 -0.003 -0.062 -0.154
H 2.972868 -1.253678 -1.822765 -0.143 0.134 -0.020
H 2.800047 -4.272240 -0.218060 0.163 -0.054 -0.129
H 1.887265 -3.209909 -1.272727 -0.109 0.074 -0.099
H 0.621440 -4.449824 0.637017 0.003 0.059 -0.149
H 1.430923 -3.364212 1.731620 -0.184 0.186 0.164
H -0.539388 1.206500 -0.725991 0.164 -0.003 -0.118
C -1.619339 1.107930 -3.662665 -0.046 -0.168 0.098
C -1.879123 2.011113 -2.477410 -0.619 0.026 -0.155
O -0.544317 2.366140 -2.071606 -0.095 0.125 -0.046
C 0.274402 2.233618 -3.139202 0.048 -0.289 -0.537
O 1.397339 2.619916 -3.178511 0.070 0.109 0.042
O -0.365423 1.612301 -4.155482 0.074 0.109 0.179
H -2.385054 1.176335 -4.430154 0.121 0.134 -0.110
H -1.490761 0.064033 -3.373673 0.087 0.013 0.073
H -2.415684 2.921239 -2.741354 0.071 0.023 -0.067
H -2.400773 1.513583 -1.663399 0.167 0.034 0.043
C -2.500134 3.899166 1.318252 0.195 -0.240 0.366
C -1.980841 5.271092 0.977177 0.070 -0.008 0.199
O -2.334839 5.369610 -0.412755 -0.119 0.161 0.045
C -3.369178 4.533120 -0.646369 0.497 -0.422 -0.145
O -3.938371 4.451296 -1.689855 -0.344 0.238 -0.225
O -3.597623 3.729276 0.404796 -0.041 0.257 0.099
H -2.835865 3.796240 2.345416 -0.164 -0.049 -0.052
H -1.750968 3.138538 1.109309 -0.001 -0.212 0.046
H -2.463119 6.081338 1.527385 -0.088 -0.030 -0.056
H -0.906124 5.324007 1.109963 0.042 0.178 -0.232
C 1.519972 4.685040 -0.870264 -0.055 -0.189 -0.126
C 2.566182 3.672205 -0.445724 -0.158 -0.206 -0.170
O 3.183892 4.335009 0.674241 -0.049 0.128 0.020
C 2.304173 5.212792 1.189196 0.045 -0.212 -0.142
O 2.438177 5.792740 2.218360 0.001 0.160 0.166
O 1.231545 5.355876 0.369711 0.112 0.013 -0.049
H 0.621752 4.226331 -1.274472 0.011 0.130 0.238
H 1.900460 5.417317 -1.584214 0.054 0.024 0.034
H 2.132450 2.730283 -0.102496 -0.011 0.036 0.010
H 3.300520 3.466621 -1.218570 0.097 0.096 0.101
C -3.734930 -6.618888 1.346243 -0.103 0.001 0.007
C -3.732300 -5.861761 2.660510 -0.148 0.086 0.009
O -2.345022 -5.846695 2.997233 -0.069 -0.108 -0.023
C -1.631214 -5.985733 1.852345 -0.134 0.411 -0.130
O -0.462939 -5.823663 1.763485 0.191 -0.477 0.200
O -2.444085 -6.319884 0.821798 -0.033 -0.151 0.060
H -4.508646 -6.288200 0.658455 0.107 0.083 -0.091
H -3.817693 -7.699289 1.488580 0.007 -0.001 0.031
H -4.077549 -4.832929 2.550197 0.042 0.012 -0.063
H -4.307596 -6.353037 3.441574 0.141 -0.044 0.084
```
Positions in Å, forces in eV/Å.

In the Löwdin picture, each atom carries the following charge in e:
1 C -0.06
2 C -0.43
3 C -0.08
4 C -0.20
5 C -0.23
6 S 0.54
7 O -0.34
8 O -0.34
9 N -0.31
10 S 0.44
11 O -0.33
12 O -0.33
13 O -0.20
14 H 0.07
15 H 0.07
16 H 0.06
17 H 0.09
18 H 0.07
19 H 0.08
20 H 0.07
21 H 0.10
22 H 0.10
23 H 0.06
24 H 0.11
25 H 0.03
26 C -0.08
27 C -0.09
28 O 0.00
29 C -0.55
30 O 0.17
31 O 0.07
32 H 0.13
33 H 0.14
34 H 0.12
35 H 0.13
36 C -0.09
37 C -0.10
38 O 0.06
39 C -0.60
40 O 0.13
41 O 0.07
42 H 0.14
43 H 0.12
44 H 0.13
45 H 0.11
46 C -0.10
47 C -0.10
48 O 0.07
49 C -0.58
50 O 0.15
51 O 0.03
52 H 0.10
53 H 0.13
54 H 0.11
55 H 0.13
56 C -0.12
57 C -0.12
58 O 0.06
59 C -0.57
60 O 0.15
61 O 0.06
62 H 0.13
63 H 0.13
64 H 0.14
65 H 0.13

---

(3)
Entry from OMol25: a 2-piece molecular cluster, C17H29BClFNO4S overall (ωB97M-V/def2-TZVPD).

Computed properties:
* net charge: -1
* electronic energy: -2004.176010 a.u.
* max |F|: 0.017 hartree/bohr
* HOMO-LUMO gap: 8.02 eV

```
55
Properties=species:S:1:pos:R:3:forces:R:3
C -5.605440 -2.445526 0.061822 0.070 0.040 -0.110
C -5.386638 -0.930009 0.208312 -0.084 0.000 -0.048
C -4.425401 -0.387435 -0.837088 -0.066 0.020 0.038
O -3.173181 -0.961959 -0.649663 0.072 -0.059 -0.128
B -2.039709 -0.523578 -1.458463 0.006 -0.557 0.159
C -2.429732 -0.085708 -3.001724 -0.067 0.102 -0.484
C -2.755922 -1.261464 -3.847380 0.776 0.350 0.141
O -3.500316 -2.155648 -3.666376 -0.551 -0.325 -0.073
F -1.987823 -1.296723 -5.015968 -0.104 0.011 0.152
O -1.283768 0.589128 -0.825672 0.042 0.126 -0.035
C -0.229903 -0.012684 -0.117697 -0.156 0.180 -0.034
C 0.771257 1.080802 0.226239 -0.016 -0.083 0.156
S 2.384646 0.578152 0.915719 0.028 -0.064 -0.254
C 2.136510 -1.059363 1.655723 0.037 0.066 0.273
C 3.135390 -1.226858 2.807389 -0.067 -0.153 -0.038
C 0.185171 -1.161387 -1.047105 0.087 -0.087 -0.122
C 1.077350 -0.717444 -2.233464 -0.130 -0.099 -0.095
C 2.256093 -1.652426 -2.413255 -0.025 -0.052 -0.009
C 1.836565 -3.049871 -2.826794 -0.009 -0.037 -0.013
Cl 3.365074 -0.990800 -3.696912 0.078 0.016 0.034
O -1.048904 -1.662235 -1.483802 -0.123 0.373 0.016
H -6.659969 -2.688603 -0.087228 0.016 -0.026 0.066
H -5.244555 -2.998154 0.929743 -0.034 -0.004 -0.012
H -5.051842 -2.814945 -0.804010 -0.003 -0.010 0.044
H -6.337200 -0.396729 0.096879 0.015 -0.007 0.070
H -4.991353 -0.692430 1.199382 -0.019 0.029 -0.026
H -4.393273 0.712884 -0.769921 0.050 -0.006 0.044
H -4.833653 -0.636254 -1.831054 0.040 0.014 -0.004
H -1.584497 0.448546 -3.436125 -0.024 -0.047 -0.036
H -3.290438 0.588269 -3.070227 -0.020 -0.011 0.220
H -0.625643 -0.448176 0.813490 0.110 -0.101 -0.014
H 0.308919 1.763240 0.939228 -0.085 -0.004 -0.065
H 0.986766 1.641943 -0.681843 0.067 0.047 0.034
H 2.286532 -1.838175 0.909388 -0.010 0.072 -0.030
H 1.114414 -1.133656 2.022608 0.018 -0.068 -0.041
H 4.029170 -0.619681 2.654335 0.006 -0.032 -0.018
H 2.689357 -0.939377 3.759649 0.045 0.111 -0.029
H 3.452952 -2.268762 2.887925 -0.029 0.020 0.038
H 0.700308 -1.964334 -0.503937 -0.009 0.108 0.099
H 1.427955 0.307250 -2.128151 0.092 -0.008 0.043
H 0.472836 -0.761825 -3.143117 -0.023 0.051 0.057
H 2.872106 -1.670120 -1.512805 -0.021 0.028 -0.019
H 2.681714 -3.739145 -2.821663 0.003 0.021 -0.019
H 1.411840 -3.021521 -3.831230 -0.023 -0.008 0.034
H 1.063330 -3.423832 -2.151992 0.033 0.030 -0.004
N 3.588917 5.713096 3.819765 0.004 -0.003 0.004
C 3.290306 4.991039 2.694005 -0.001 0.018 -0.002
C 3.165592 3.676507 3.053359 -0.001 0.013 0.008
C 3.398774 3.603145 4.454736 -0.001 -0.007 0.003
C 3.656681 4.872723 4.898599 0.000 0.012 -0.008
H 3.734801 6.704355 3.848910 -0.006 -0.007 -0.002
H 3.188921 5.472369 1.736287 -0.001 -0.008 -0.003
H 2.931839 2.854541 2.394636 0.014 0.024 0.045
H 3.375999 2.715261 5.064757 -0.001 0.000 -0.004
H 3.878569 5.247787 5.883180 0.002 -0.004 0.001
```
Positions in Å, forces in eV/Å.

In the Löwdin picture, each atom carries the following charge in e:
1 C -0.10
2 C -0.23
3 C -0.28
4 O 0.02
5 B -0.89
6 C 0.02
7 C -0.46
8 O 0.15
9 F 0.01
10 O 0.04
11 C -0.36
12 C -0.40
13 S 0.87
14 C -0.54
15 C -0.18
16 C -0.30
17 C -0.16
18 C -0.72
19 C -0.13
20 Cl 0.55
21 O 0.04
22 H 0.06
23 H 0.06
24 H 0.07
25 H 0.10
26 H 0.10
27 H 0.12
28 H 0.12
29 H 0.10
30 H 0.11
31 H 0.15
32 H 0.08
33 H 0.07
34 H 0.05
35 H 0.07
36 H 0.05
37 H 0.07
38 H 0.06
39 H 0.13
40 H 0.10
41 H 0.12
42 H 0.08
43 H 0.07
44 H 0.08
45 H 0.08
46 N -0.01
47 C -0.14
48 C -0.10
49 C -0.11
50 C -0.16
51 H 0.14
52 H 0.10
53 H 0.03
54 H 0.09
55 H 0.10

---

(4)
Entry from OMol25: C17H29BaBrSi2 as an isolated structure (ωB97M-V/def2-TZVPD).

Computed properties:
* net charge: -2
* electronic energy: -3843.786563 a.u.
* max |F|: 0.036 hartree/bohr
* HOMO-LUMO gap: 5.46 eV

```
50
Properties=species:S:1:pos:R:3:forces:R:3
C -1.510220 -0.993169 -3.851939 -0.358 -0.057 0.423
C -1.868372 -2.101934 -3.022974 -0.331 0.674 0.153
C -2.714659 -1.610028 -1.976080 0.240 0.306 -0.450
H -1.604007 -3.146890 -3.187181 0.001 0.283 0.045
C -2.874219 -0.202764 -2.162883 0.311 -0.448 -0.324
C -2.129977 0.176951 -3.321879 -0.103 -0.748 0.375
H -2.098495 1.173539 -3.757228 0.138 -0.216 0.155
H -0.917290 -1.044019 -4.768855 -0.113 0.054 0.423
H -3.204946 -2.214729 -1.206278 0.250 0.262 -0.274
H -3.512232 0.452355 -1.559727 0.376 -0.246 -0.196
Ba 0.307308 -0.816548 -1.177211 -0.214 0.897 -1.224
Br 2.707154 -2.539784 -0.692827 0.398 -0.519 0.172
C 3.252807 1.859926 -2.133207 -0.568 -0.353 -0.706
C 2.238823 2.523050 -2.892526 0.195 -0.660 -0.166
C 1.846645 1.661173 -3.960625 0.440 -0.039 0.566
H 1.835334 3.512971 -2.688468 0.042 -0.164 -0.044
C 2.618022 0.463090 -3.866884 -0.043 0.571 0.657
C 3.477581 0.587268 -2.732871 -0.407 0.321 -0.177
H 4.162230 -0.175831 -2.371053 -0.138 0.158 -0.080
H 3.762839 2.257011 -1.259868 -0.078 -0.069 -0.082
H 1.094945 1.881898 -4.717327 0.134 -0.049 0.169
H 2.569259 -0.387581 -4.543465 -0.010 0.125 0.144
C 1.601874 1.557974 2.662227 0.199 0.093 0.200
Si -0.109515 1.600486 1.862821 -0.537 -1.556 -0.522
C -1.300719 2.346764 3.131345 -0.065 0.501 0.246
C 0.016123 2.760290 0.370747 -0.065 0.432 0.133
C -0.723973 -0.061099 1.332119 0.190 -0.155 0.283
Si -0.576925 -1.692086 2.188606 0.226 1.708 -0.691
C -1.910979 -1.904961 3.494660 -0.376 -0.431 0.555
C -0.715177 -3.123729 0.970775 -0.178 -0.513 -0.050
C 1.107916 -1.914777 3.009429 0.052 -0.209 0.245
H 1.783748 2.502277 3.199364 0.019 -0.142 -0.118
H 2.397739 1.441287 1.911032 -0.225 -0.018 0.152
H 1.700194 0.739712 3.388816 -0.051 0.204 -0.159
H -1.005590 3.354647 3.455561 -0.045 -0.013 0.009
H -2.313724 2.416622 2.711521 0.172 -0.071 0.037
H -1.356721 1.714036 4.028670 0.033 0.033 -0.218
H 0.993588 2.706078 -0.133921 -0.261 -0.118 0.080
H -0.766791 2.573608 -0.381524 0.178 -0.001 0.211
H -0.106034 3.798786 0.717181 0.034 -0.066 -0.168
H -1.713553 -0.003719 0.808993 0.453 0.121 0.285
H -2.920265 -1.822826 3.063379 0.257 0.030 0.018
H -1.848461 -2.880378 3.999140 -0.053 0.029 -0.008
H -1.822378 -1.133061 4.275036 0.031 -0.099 -0.267
H 0.198383 -3.245926 0.360493 -0.260 0.022 0.222
H -0.799411 -4.047195 1.564462 0.014 0.039 -0.176
H -1.596578 -3.079445 0.312734 0.207 0.054 0.134
H 1.900118 -1.381752 2.466188 -0.227 -0.206 0.101
H 1.074900 -1.554873 4.046104 0.107 0.019 -0.091
H 1.373685 -2.982693 3.035400 0.010 0.229 0.001
```
Positions in Å, forces in eV/Å.

In the Löwdin picture, each atom carries the following charge in e:
1 C -0.26
2 C -0.29
3 C -0.28
4 H 0.07
5 C -0.23
6 C -0.23
7 H 0.07
8 H 0.08
9 H 0.07
10 H 0.07
11 Ba 1.39
12 Br -0.44
13 C -0.23
14 C -0.23
15 C -0.23
16 H 0.05
17 C -0.24
18 C -0.26
19 H 0.04
20 H 0.05
21 H 0.05
22 H 0.06
23 C -0.19
24 Si 0.32
25 C -0.22
26 C -0.20
27 C -0.57
28 Si 0.28
29 C -0.21
30 C -0.25
31 C -0.21
32 H 0.02
33 H 0.03
34 H 0.00
35 H 0.01
36 H 0.02
37 H 0.01
38 H 0.01
39 H 0.03
40 H 0.02
41 H -0.03
42 H 0.02
43 H 0.01
44 H 0.01
45 H -0.07
46 H 0.03
47 H 0.01
48 H 0.01
49 H 0.02
50 H 0.02